1.
{
  "formula": "C4H11N3O",
  "method": "the ωB97M-V functional and the def2-TZVPD basis",
  "symbols": ["N", "C", "C", "C", "N", "C", "N", "O", "H", "H", "H", "H", "H", "H", "H", "H", "H", "H", "H"],
  "coordinates": [[-2.34, -0.20, 0.92], [-1.21, 0.59, 1.41], [-0.23, 0.86, 0.29], [0.41, -0.43, -0.28], [1.02, -1.23, 0.77], [1.53, 0.02, -1.26], [1.06, 0.51, -2.44], [2.71, -0.09, -1.01], [-2.06, -1.18, 0.93], [-3.10, -0.13, 1.58], [-0.68, 0.15, 2.26], [-1.49, 1.56, 1.83], [0.60, 1.49, 0.61], [-0.73, 1.33, -0.55], [-0.31, -1.07, -0.79], [1.98, -0.93, 0.88], [1.00, -2.23, 0.73], [1.74, 0.69, -3.16], [0.12, 0.29, -2.72]],
  "e_lumo_ev": 0.88,
  "smiles": "NCC[C@H](N)C(N)=O",
  "fmax_ev_per_a": 1.32,
  "e_above_lowest_kcal_mol": 11.8
}

=====

2.
{
  "formula": "C4H11N3O",
  "method": "the ωB97M-V functional and the def2-TZVPD basis",
  "symbols": ["N", "C", "C", "C", "N", "C", "N", "O", "H", "H", "H", "H", "H", "H", "H", "H", "H", "H", "H"],
  "coordinates": [[-2.41, 1.81, 0.52], [-1.20, 1.54, -0.31], [-0.36, 0.40, 0.43], [0.69, -0.44, -0.35], [0.21, -0.83, -1.67], [1.15, -1.58, 0.48], [2.49, -1.46, 0.90], [0.58, -2.60, 0.66], [-2.29, 2.23, 1.42], [-3.22, 1.87, 0.00], [-0.48, 2.41, -0.41], [-1.44, 1.37, -1.26], [-0.94, -0.42, 0.93], [0.25, 0.94, 1.17], [1.58, 0.27, -0.70], [-0.84, -0.76, -1.88], [0.34, -1.81, -1.81], [2.86, -2.26, 1.37], [3.03, -0.66, 0.50]],
  "e_lumo_ev": 0.99,
  "smiles": "NCC[C@H](N)C(N)=O",
  "fmax_ev_per_a": 5.74,
  "e_above_lowest_kcal_mol": 45.5
}

=====

3.
{
  "formula": "C4H11N3O",
  "method": "the ωB97M-V functional and the def2-TZVPD basis",
  "symbols": ["C", "C", "C", "C", "N", "N", "N", "O", "H", "H", "H", "H", "H", "H", "H", "H", "H", "H", "H"],
  "coordinates": [[-2.04, 1.14, -0.67], [1.79, -0.11, 0.03], [3.01, 0.73, 0.17], [-2.97, -0.84, 0.34], [0.68, 0.54, 0.29], [1.85, -1.32, -0.42], [-1.91, 0.04, -0.06], [-0.77, -0.53, 0.31], [-1.20, 1.76, -0.93], [-3.03, 1.49, -0.93], [2.82, 1.73, 0.55], [3.50, 0.82, -0.80], [3.71, 0.23, 0.86], [-2.55, -1.79, 0.70], [-3.65, -1.05, -0.49], [-3.54, -0.39, 1.16], [0.55, 1.19, 1.05], [2.73, -1.75, -0.69], [1.02, -1.90, -0.49]],
  "total_charge": 2,
  "e_lumo_ev": -10.63,
  "fmax_ev_per_a": 5.04,
  "e_above_lowest_kcal_mol": 86.9
}

=====

4.
{
  "formula": "C4H11N3O2",
  "method": "the ωB97M-V functional and the def2-TZVPD basis",
  "symbols": ["H", "N", "C", "N", "N", "C", "H", "H", "H", "H", "H", "H", "C", "C", "O", "O", "H", "H", "H", "H"],
  "coordinates": [[-2.44, -1.18, -0.98], [-1.64, -0.91, -0.42], [-2.01, -0.08, 0.48], [-3.39, 0.18, 0.66], [-1.02, 0.54, 1.23], [-1.35, 1.77, 1.92], [-3.60, 1.18, 0.66], [-3.68, 0.00, 1.63], [-0.16, 0.57, 0.70], [-1.51, 2.67, 1.32], [-0.56, 2.00, 2.64], [-2.26, 1.59, 2.49], [3.61, -1.03, -1.27], [2.28, -0.38, -1.01], [2.09, 0.80, -0.85], [1.30, -1.29, -0.90], [3.68, -2.07, -0.94], [4.41, -0.37, -0.98], [3.62, -1.15, -2.36], [0.45, -0.82, -0.86]],
  "e_lumo_ev": 0.69,
  "smiles": "[H]/N=C(\\N)NC.CC(=O)O",
  "fmax_ev_per_a": 1.72,
  "e_above_lowest_kcal_mol": 17.2
}

=====

5.
{
  "formula": "C4H11N3O2",
  "method": "the ωB97M-V functional and the def2-TZVPD basis",
  "symbols": ["C", "N", "C", "N", "N", "H", "H", "H", "H", "H", "H", "H", "C", "C", "O", "O", "H", "H", "H", "H"],
  "coordinates": [[0.82, -0.82, -2.43], [1.01, -0.06, -1.17], [0.88, 1.21, -1.16], [1.31, 2.12, -2.12], [0.15, 1.75, -0.11], [0.78, -1.88, -2.09], [1.65, -0.79, -3.22], [-0.15, -0.54, -2.87], [1.36, 3.13, -1.79], [2.15, 1.82, -2.55], [0.16, 1.44, 0.73], [-0.43, 2.49, -0.18], [-2.27, -1.36, 2.53], [-0.87, -1.05, 1.81], [-0.04, -0.29, 2.23], [-0.78, -1.54, 0.65], [-2.51, -2.43, 2.41], [-3.12, -0.72, 2.03], [-2.03, -1.21, 3.63], [0.09, -1.13, 0.08]],
  "e_lumo_ev": 0.73,
  "smiles": "CN=C(N)N.CC(=O)O",
  "fmax_ev_per_a": 7.65,
  "e_above_lowest_kcal_mol": 53.3
}

=====

6.
{
  "formula": "C4H11N3O2",
  "method": "the ωB97M-V functional and the def2-TZVPD basis",
  "symbols": ["H", "N", "C", "N", "N", "C", "H", "H", "H", "H", "H", "H", "C", "C", "O", "O", "H", "H", "H", "H"],
  "coordinates": [[1.14, 2.37, 0.00], [0.53, 1.55, -0.04], [-0.65, 1.75, 0.43], [-1.15, 2.86, 1.00], [-1.54, 0.67, 0.27], [-2.48, 0.81, -0.86], [-1.91, 2.89, 1.65], [-0.53, 3.65, 1.00], [-0.94, -0.13, 0.11], [-3.46, 0.79, -0.41], [-2.32, 0.06, -1.63], [-2.33, 1.72, -1.43], [1.93, -3.22, -0.34], [1.26, -1.89, -0.21], [0.17, -1.62, -0.67], [2.03, -1.00, 0.43], [2.58, -3.24, -1.22], [1.29, -4.07, -0.53], [2.61, -3.37, 0.50], [1.58, -0.13, 0.34]],
  "e_lumo_ev": 0.88,
  "smiles": "[H]/N=C(\\N)NC.CC(=O)O",
  "fmax_ev_per_a": 1.70,
  "e_above_lowest_kcal_mol": 13.1
}

=====

7.
{
  "formula": "C4H11N3O2",
  "method": "the ωB97M-V functional and the def2-TZVPD basis",
  "symbols": ["H", "N", "C", "N", "N", "C", "H", "H", "H", "H", "H", "H", "C", "C", "O", "O", "H", "H", "H", "H"],
  "coordinates": [[0.37, 2.34, -0.09], [0.81, 1.48, 0.14], [1.27, 1.09, 1.25], [1.26, 1.76, 2.46], [1.75, -0.24, 1.40], [1.91, -1.09, 0.20], [1.26, 1.26, 3.34], [0.39, 2.23, 2.66], [2.49, -0.29, 2.10], [2.37, -0.43, -0.50], [0.93, -1.48, -0.33], [2.26, -2.06, 0.52], [-0.60, -0.17, -1.99], [-1.86, -0.69, -1.33], [-2.52, 0.03, -0.62], [-2.18, -1.96, -1.51], [0.01, 0.32, -1.23], [-0.83, 0.63, -2.68], [-0.12, -0.89, -2.63], [-3.02, -2.21, -0.99]],
  "e_lumo_ev": 0.78,
  "smiles": "[H]/N=C(\\N)NC.CC(=O)O",
  "fmax_ev_per_a": 2.87,
  "e_above_lowest_kcal_mol": 38.9
}